This record from the OMol25 dataset describes a molecular structure, C29H51BrCaCl5F12N5O10. The level of theory is ωB97M-V with the def2-TZVPD basis set.

Calculated values
E_tot: -242521.1132 eV
gap between HOMO and LUMO: 1.1 eV
LUMO energy: -4.574 eV
net charge: 0
highest occupied orbital energy: -0.209 hartree

Each line ends with the Mulliken charge.
Positions of all 114 atoms, in Å:
Br -5.85351 -13.36108 -1.34344  -0.77
Ca -4.97911 -0.45522 0.59230  1.34
Cl 4.62670 -5.30899 -4.42597  -0.10
Cl 3.20339 -2.94815 -3.58237  -0.11
Cl 1.96898 -5.54109 -3.33177  -0.06
Cl 4.18234 -4.82044 -1.62300  -0.11
Cl 1.46481 4.01322 1.72071  -0.35
F 1.22106 2.36270 4.32780  -0.27
F -2.11909 6.40377 -5.22519  -0.31
F -0.08458 10.58493 -4.42714  -0.23
F -2.47983 8.46416 -6.98883  -0.26
F 1.98208 11.18053 -4.07069  -0.26
F 2.62467 8.77212 -3.15547  -0.31
F -1.89363 8.39283 -4.39132  -0.30
F 3.26698 1.90879 2.76197  -0.27
F 0.15830 0.56400 3.60085  -0.27
F -0.35277 8.95337 -6.83124  -0.22
F 2.00589 8.78410 -5.24747  -0.29
F 2.72095 -0.15152 2.49218  -0.19
O 5.35400 1.79115 1.22086  -0.69
O 5.47998 0.11426 2.58538  -0.67
O -2.78955 -0.11617 0.95253  -0.59
O 2.54258 5.41941 -2.15328  -0.71
O 4.63963 -0.15792 0.60684  -0.67
O -3.75023 -7.57536 -3.63193  -0.37
O -0.09971 7.08084 -4.74226  -0.43
O -1.74244 -8.19524 -2.82770  -0.56
O -3.52121 -9.56762 -2.68036  -0.32
O 0.59495 -0.26719 10.21684  -0.63
N 1.52268 0.32046 8.26309  -0.12
N 5.17495 0.58490 1.47698  1.11
N 3.39419 6.04563 -0.16254  -0.26
N 1.69510 1.34809 1.22174  0.03
N 4.43649 6.67131 -2.13320  -0.38
C 1.46623 0.34229 9.62496  0.74
C 2.25719 1.08326 2.59199  0.42
C -4.18420 -4.84727 -0.14475  -0.96
C 1.06185 0.13321 0.55328  -0.57
C 0.09185 -3.69221 -0.74330  -0.54
C -5.63622 -10.67043 -3.23929  -1.01
C 2.52039 1.14921 10.34719  -1.23
C -1.26040 7.97965 -6.66253  0.22
C -1.31067 7.49340 -5.20371  0.80
C 3.49505 -4.66472 -3.23796  0.35
C 0.80530 2.55170 0.99788  0.28
C -3.44946 -4.98051 -1.49724  0.06
C -1.37076 3.04756 2.39635  -1.70
C 3.41549 6.01481 -1.52864  0.77
C -4.95894 -8.30009 -3.91651  -0.44
C 1.54306 8.87973 -3.98314  0.86
C 2.47037 0.98416 7.38699  -0.61
C -1.92915 -5.12962 -1.40189  -0.50
C 1.01890 10.29919 -3.71750  0.09
C 0.62848 7.67884 -3.67242  -0.48
C 1.37444 1.11491 3.84896  0.13
C -1.28375 -4.22420 -0.34732  -0.28
C 2.00573 -2.18387 0.16515  0.10
C 1.99453 -0.72068 -0.29926  -1.39
C -4.95034 -9.38828 -2.86279  0.54
C -2.89279 -8.43788 -3.02387  0.67
C -2.90366 -0.99792 1.99414  -0.44
C -0.65260 2.21337 1.34320  0.27
C 0.58574 -2.73808 0.34926  -0.33
H -5.66552 -11.38724 -2.38434  -0.18
H -4.95626 -5.61110 -0.05076  0.46
H -5.35247 -9.00816 -1.91866  0.21
H 5.14699 7.16533 -1.62885  0.17
H 3.51890 0.77028 10.12762  0.35
H 1.62412 -0.70676 -1.32681  0.65
H -1.20711 2.36146 0.41492  0.58
H 2.55340 1.52019 0.67363  0.61
H 0.26693 0.53714 -0.06654  0.38
H -6.66695 -10.46964 -3.53856  0.37
H 1.93978 1.67072 6.72431  0.12
H -2.50771 -0.70759 2.97818  0.08
H -1.51467 4.07516 2.07372  0.43
H 0.55293 -3.28554 1.29425  0.36
H 0.80480 10.42383 -2.65240  0.29
H -2.36904 2.61547 2.49399  0.38
H -0.91510 2.99524 3.37974  0.29
H -4.89943 -8.69909 -4.93095  0.31
H -3.52925 -4.96474 0.71399  0.35
H 3.00592 0.24566 6.78549  0.23
H -0.77179 1.15801 1.55098  -0.46
H 3.02126 -0.34821 -0.32790  0.28
H -3.83357 -5.86551 -1.98652  -0.31
H 1.29210 6.87141 -3.35811  0.23
H 0.87914 2.74388 -0.06881  0.55
H -5.11165 -11.16323 -4.05876  0.40
H -5.81487 -7.63377 -3.83654  0.31
H 2.56163 -2.75959 -0.57191  -0.42
H 2.47158 2.20015 10.06018  0.35
H -3.70888 -4.12786 -2.12730  0.44
H 4.07733 6.51007 0.40426  0.14
H -0.05094 -3.08556 -1.64354  0.29
H 0.79821 -4.49430 -0.92307  0.32
H -1.01336 7.14187 -7.31703  0.23
H -4.00640 -1.21266 2.27377  0.44
H -4.71408 -3.89402 -0.06782  -0.10
H -0.16018 -1.94285 0.38550  -0.24
H -1.51119 -4.86484 -2.37413  0.31
H -2.50883 -2.01561 1.83440  0.15
H 2.59432 -2.25172 1.07839  0.49
H 4.46791 6.65912 -3.13494  0.23
H 0.79736 -0.23951 7.84540  0.19
H 3.19475 1.54990 7.96064  0.33
H 0.56772 -0.45204 1.32066  0.59
H 1.89174 0.50682 4.59229  0.23
H 2.33783 1.06548 11.41319  0.30
H -1.65352 -6.16109 -1.19276  0.26
H 2.63691 5.53980 0.25606  0.17
H -1.16237 -4.77113 0.59207  0.42
H -1.92785 -3.37074 -0.10503  -0.12
H -0.01732 7.88298 -2.81769  0.37

Forces on atoms 1 to 2 (eV/Å):
-0.076 -0.364 0.315
2.065 0.292 -0.084


This record from the OMol25 dataset describes 4 unconnected molecules or ions with the total composition C29H51FINO2. The level of theory is ωB97M-V with the def2-TZVPD basis set.

Calculated values
E_tot: -47303.9350 eV
gap between HOMO and LUMO: 9.5 eV
SMILES: CC[C@H](I)c1cc2c(cc1F)C(=O)NC2=O.CCCCCC.CCCCCC.CCCCCC
LUMO energy: -0.349 eV
net charge: 0
highest occupied orbital energy: -0.364 hartree

Each line ends with the Mulliken charge.
Positions of all 85 atoms, in Å:
I -2.86108 2.38545 3.44638  0.07
F 1.15484 -0.17178 3.09917  -0.34
O 4.74195 3.41252 5.26556  -0.49
O 1.40894 6.04328 4.88604  -0.47
N 3.48801 5.12333 4.24923  -0.42
C -1.65829 -2.76791 -0.99606  -0.64
C 0.17260 1.94886 3.38006  0.72
C -2.81584 -1.77854 -0.87388  -0.48
C 0.30221 3.29147 3.71710  -0.32
C 2.03149 5.13870 4.45527  0.03
C 7.40002 -1.38144 4.12934  -0.93
C -2.98275 -5.09592 -2.61699  -1.40
C -1.11088 1.28936 2.89219  -0.79
C -1.08586 1.08049 1.34400  0.04
C -2.54105 -0.44347 -1.55742  -0.94
C 8.42508 1.41006 5.11555  -1.45
C -1.31018 -3.17516 -2.42915  -0.90
C -7.85745 1.47398 -5.11152  -1.19
C 1.55615 3.76190 4.08716  -0.45
C -3.73018 -0.87065 -5.82515  -1.36
C -4.78321 -0.64174 -4.74510  0.52
C -6.16902 -1.15911 -5.12685  -0.88
C 2.54540 1.56741 3.85330  -0.94
C 6.53781 -0.25968 4.70976  -0.35
C 7.06586 1.15462 4.47109  0.18
C -0.25994 2.11596 0.58568  -1.36
C 6.36392 -1.37990 1.79602  -1.09
C 7.64307 -1.29063 2.62374  -0.33
C -6.79236 -0.48758 -6.35138  -0.81
C -2.46090 -3.79536 -3.22075  0.48
C 2.63600 2.91041 4.16228  0.51
C -6.94023 1.02964 -6.24745  -0.33
C 3.79713 3.73790 4.63496  0.06
C 1.29720 1.11993 3.45038  0.45
H -2.09918 1.16415 0.96971  0.42
H 8.17120 -0.36459 2.38175  0.24
H 6.92126 -2.34013 4.35401  0.40
H -3.38600 -4.94348 -1.61479  0.30
H -6.20027 -0.72471 -7.23973  0.31
H -6.10483 -2.23536 -5.31713  0.39
H -7.95385 2.56048 -5.09688  0.38
H 7.12521 1.36003 3.39737  0.33
H -7.34330 1.40271 -7.19245  0.38
H 0.80738 1.92525 0.63408  0.31
H -5.95907 1.49770 -6.12977  0.23
H -0.66905 0.09320 1.17254  0.11
H -3.97629 -0.34431 -6.74835  0.43
H -2.11211 -3.99295 -4.23774  0.41
H 5.68173 -0.55711 2.01714  0.20
H 6.59079 -1.33946 0.72967  0.38
H 8.36511 -1.40303 4.64261  0.31
H -7.47391 1.16591 -4.13778  0.28
H -0.76643 -2.33078 -0.53412  0.29
H -1.14324 0.31447 3.35835  0.58
H -0.53102 3.97443 3.68403  0.39
H -3.63449 -1.93421 -6.05452  0.26
H -1.65342 0.03145 -1.13724  0.15
H 6.43785 -0.42169 5.78750  0.42
H -4.46302 -1.15204 -3.83247  -0.41
H -2.38878 -0.56360 -2.63110  0.18
H 9.19770 0.75385 4.71082  0.33
H 3.40547 0.91856 3.92292  0.74
H -4.83037 0.42254 -4.49803  0.35
H 5.84003 -2.31805 1.99073  0.30
H 8.37721 1.25338 6.19502  0.32
H 8.30944 -2.10616 2.33114  0.37
H 3.57939 5.09118 3.23275  0.34
H -3.73265 -2.21542 -1.27954  0.36
H -1.89166 -3.65946 -0.40748  0.37
H 6.34500 1.86297 4.87847  0.05
H -7.77883 -0.92917 -6.52415  0.39
H -0.50202 3.13019 0.88870  0.31
H -8.85702 1.05159 -5.23235  0.30
H -2.18720 -5.84104 -2.55317  0.31
H -0.47993 -3.88746 -2.39390  0.41
H -0.53118 2.04816 -0.46692  0.46
H -0.93469 -2.30538 -2.97593  0.31
H -2.75380 -0.51136 -5.49445  0.39
H -3.38408 0.23624 -1.41845  0.39
H -3.00900 -1.59973 0.18788  0.36
H 5.52407 -0.33293 4.30190  -0.04
H -6.83680 -1.04697 -4.26809  0.36
H -3.78229 -5.51247 -3.23115  0.43
H 8.74517 2.43814 4.94158  0.41
H -3.28271 -3.07994 -3.31549  -0.40

Forces on atoms 1 to 2 (eV/Å):
-0.020 -0.147 0.107
0.032 0.093 0.024